Density functional theory data (ωB97M-V/def2-TZVPD) for a structure of composition C2H11N4O.

```
18
Properties=species:S:1:pos:R:3
C -2.112 -1.499 -1.280
C -1.741 0.581 -0.178
N -2.340 1.343 0.701
N 2.210 0.847 1.850
N 1.126 1.308 0.215
N 0.208 0.616 -0.211
O -1.917 -0.805 -0.058
H -2.404 -2.430 -0.899
H -1.128 -1.650 -1.664
H -2.911 -0.878 -1.762
H -1.765 1.009 -1.158
H -2.749 0.786 1.507
H 1.700 0.145 2.371
H 3.127 0.857 1.450
H 2.181 1.733 2.495
H 2.010 1.137 -0.318
H 0.341 -0.352 -0.462
H -1.928 2.266 0.842
```

Computed properties:
Relative energy (zero: lowest compared OMol25 entry of this formula, charge and spin) = 5.5777 eV
DFT total energy = -376.658115 hartree
Charge = +1
Gap between HOMO and LUMO = 0.367 Ha
Lowest unoccupied orbital energy = -3.39 eV
Multiplicity = 1

Löwdin atomic charge list, values in e, 5 entries: -0.02 -0.30 0.15 0.06 0.01